The following is a quantum chemistry calculation of C31H36BrN2OS as an isolated structure, from the OMol25 dataset.

Geometry as XYZ:
```
72
Properties=species:S:1:pos:R:3:forces:R:3:lowdin_charge:R:1
C 1.278043 -5.433868 -1.728985 0.312 -0.398 -0.510 -0.231
S 2.382215 -4.000044 -1.921974 -0.953 0.712 0.409 1.080
C 1.892053 -3.411104 -3.576269 0.454 -0.325 -0.278 -0.241
C 1.707321 -2.672514 -0.909256 -4.351 -4.362 -0.958 -0.362
C 1.143012 -3.319890 0.318335 0.910 0.542 -0.188 -0.488
C -0.297331 -3.099675 0.677058 -0.280 0.043 0.216 -0.159
C -1.273982 -2.804096 -0.289182 0.031 0.098 0.600 -0.021
C -2.603497 -2.590333 0.089539 0.168 -0.124 0.264 -0.108
C -2.964244 -2.682261 1.441313 0.818 -0.056 -0.210 -0.679
Br -4.760776 -2.396099 1.954987 0.199 -0.012 -0.047 0.765
C -1.996080 -2.985642 2.415427 -0.013 -0.010 -0.458 -0.101
C -0.675534 -3.220123 2.028208 -0.343 0.139 -0.300 -0.019
O 1.894756 -3.957822 1.063379 -0.612 -0.040 -0.549 0.036
H 1.819209 -6.275350 -2.181627 -0.235 0.108 0.115 0.064
H 1.131402 -5.635429 -0.665551 0.125 0.164 -0.165 0.062
H 0.331829 -5.270917 -2.255333 0.197 0.092 0.261 0.065
H 2.722064 -3.681646 -4.241768 -0.360 0.099 0.003 0.054
H 0.973794 -3.915675 -3.897756 0.235 0.205 0.164 0.062
H 1.767682 -2.322724 -3.575840 0.063 -0.333 0.174 0.066
H 0.994940 -2.087909 -1.493632 0.053 -0.194 -0.039 0.088
H -0.983229 -2.739678 -1.337300 -0.213 0.014 0.241 0.105
H -3.349980 -2.350037 -0.661430 0.067 -0.074 0.155 0.104
H -2.276450 -3.035150 3.463054 -0.012 -0.056 -0.167 0.105
H 0.074986 -3.498559 2.770120 -0.176 0.111 -0.280 0.118
C 4.474291 1.752038 5.457833 0.405 0.032 0.249 -0.037
N 3.514246 0.751639 5.041409 0.390 -0.203 -0.481 -0.121
C 2.380656 0.622918 5.929418 -0.523 0.177 0.197 -0.166
C 1.550208 -0.612836 5.633331 0.168 -0.121 -0.034 -0.158
C 1.213612 -0.690995 4.148360 -0.707 0.174 0.142 -0.137
C 2.415801 -0.488076 3.285689 0.186 -0.048 -0.640 -0.132
C 3.575885 0.142141 3.826774 -0.161 0.302 -0.094 -0.138
C 4.755432 0.170709 3.032758 0.045 -0.008 -0.079 -0.002
C 4.733402 -0.265396 1.729417 -0.550 0.210 -0.255 -0.016
C 3.520675 -0.722680 1.091849 0.473 0.585 0.740 -0.178
C 3.454069 -1.087449 -0.271157 2.604 1.732 1.062 0.052
C 4.324378 -0.538713 -1.230840 0.714 0.995 -0.403 -0.183
C 4.601901 -1.202021 -2.471510 0.142 0.353 0.333 0.041
C 5.562659 -0.762980 -3.361896 -0.256 -0.042 0.431 -0.138
C 6.344954 0.386197 -3.039101 0.175 -0.132 0.033 -0.142
N 7.414444 0.737949 -3.801760 -0.347 0.121 0.468 -0.120
C 8.155772 1.940544 -3.490547 0.156 0.317 0.174 -0.044
C 7.674426 0.157184 -5.099567 -0.201 -0.072 -0.595 -0.159
C 7.237308 -1.296413 -5.180594 0.218 -0.110 0.208 -0.161
C 5.821521 -1.491736 -4.644747 -0.165 -0.247 -0.532 -0.145
C 6.002931 1.139625 -1.885476 0.003 0.168 0.056 0.001
C 5.007078 0.721615 -1.038876 0.018 -0.714 -0.016 -0.010
C 2.382251 -0.828807 1.948666 0.498 -0.326 0.144 0.053
H 5.111243 2.068388 4.628212 -0.219 -0.014 0.203 0.081
H 3.944843 2.634436 5.846627 0.067 -0.228 -0.162 0.100
H 5.113310 1.367928 6.267086 -0.075 0.109 -0.178 0.104
H 2.760001 0.599928 6.960489 -0.079 -0.028 -0.194 0.131
H 1.752311 1.527378 5.842753 0.106 -0.162 0.032 0.136
H 2.112301 -1.505732 5.930166 -0.060 0.085 -0.016 0.127
H 0.635281 -0.577874 6.228450 0.108 -0.056 -0.006 0.120
H 0.755083 -1.661088 3.918641 0.107 0.233 0.038 0.102
H 0.457720 0.071477 3.902038 0.097 -0.129 0.100 0.135
H 5.683125 0.552170 3.462920 -0.275 -0.297 -0.189 0.109
H 5.655416 -0.250855 1.149924 -0.197 -0.132 0.212 0.117
H 2.702240 -1.954886 -0.580932 1.048 1.389 0.434 -0.057
H 4.073744 -2.133740 -2.689432 0.257 0.270 0.010 0.076
H 8.465712 1.941289 -2.438390 0.048 0.003 -0.273 0.095
H 9.050301 1.971652 -4.119148 -0.195 0.036 0.181 0.094
H 7.562766 2.850402 -3.673032 0.138 -0.163 -0.007 0.107
H 7.150566 0.738514 -5.881008 0.145 -0.075 0.170 0.139
H 8.749989 0.256223 -5.289811 -0.256 -0.133 -0.031 0.125
H 7.291977 -1.619153 -6.223223 0.036 -0.022 0.130 0.119
H 7.931400 -1.918863 -4.604958 -0.044 0.105 -0.048 0.124
H 5.642902 -2.562114 -4.495231 -0.040 0.111 -0.054 0.117
H 5.104112 -1.159740 -5.412731 0.107 -0.014 0.201 0.129
H 6.555360 2.054682 -1.663444 -0.407 -0.288 -0.086 0.104
H 4.758344 1.340947 -0.177430 -0.037 -0.183 -0.277 0.120
H 1.439284 -1.177540 1.521876 0.253 0.093 0.246 0.119
```
Forces are in eV/Å.

Computed properties:
- Max |F|: 6.235 eV Å⁻¹
- Frontier orbital gap: 5.72 eV
- Calculated total energy: -118627.36727 eV
- Total charge: +1

***

The following is a quantum chemistry calculation of a 2-piece molecular cluster, ClH4NSi overall, from the OMol25 dataset.

Geometry as XYZ:
```
7
Properties=species:S:1:pos:R:3:forces:R:3:lowdin_charge:R:1
N -0.122032 0.763473 -0.982535 -2.123 0.321 0.357 -0.310
Si 0.326748 1.291823 0.467185 1.386 -0.314 -0.081 0.537
Cl -0.363100 -2.223799 -0.355623 0.204 -1.223 -0.124 0.242
H -0.215398 -3.532110 -0.423549 -0.186 1.054 0.119 -0.216
H -1.169588 0.723435 -1.134555 1.565 0.049 0.032 -0.041
H -0.261548 1.719812 1.757606 -0.491 0.005 -0.241 -0.115
H 1.804917 1.257366 0.671471 -0.356 0.108 -0.062 -0.097
```
Forces are in eV/Å.

Computed properties:
- Max |F|: 2.177 eV Å⁻¹
- Frontier orbital gap: 10.05 eV
- Energy relative to the best compared isomer or geometry (same formula, charge and spin): 77.5 kcal per mole
- Calculated total energy: -21953.46378 eV

***

The following is a quantum chemistry calculation of a 14-piece molecular cluster, C4H36N2O14 overall, from the OMol25 dataset.

Geometry as XYZ:
```
56
Properties=species:S:1:pos:R:3:forces:R:3:lowdin_charge:R:1
N -0.702193 0.160206 -0.939636 -0.256 0.340 0.220 0.073
C -0.109321 -1.086786 -0.471701 0.343 0.166 -0.368 -0.313
C 1.069410 -0.885198 0.472469 0.074 -0.104 0.515 -0.029
C 0.344415 -1.785988 -1.755098 0.046 -1.061 -0.753 -0.407
N -0.571564 -2.311647 -2.589085 -0.502 0.597 0.559 0.061
C -2.013203 -2.197770 -2.399643 -0.237 -0.407 0.300 -0.059
O 1.541305 -1.932140 -2.061026 0.086 0.211 0.304 -0.024
H -1.322072 0.562706 -0.244002 -0.021 -0.205 0.015 0.067
H 0.014745 0.863767 -1.074826 0.378 0.060 0.013 0.074
H -0.893487 -1.703486 -0.018238 0.129 0.146 0.018 0.134
H 1.977374 -0.592528 -0.053644 -0.165 -0.010 -0.086 0.074
H 1.284125 -1.787626 1.049578 0.061 0.201 -0.161 0.062
H 0.860946 -0.086255 1.185492 -0.185 -0.032 -0.058 0.071
H -0.217374 -2.731128 -3.439212 0.050 0.141 0.231 0.154
H -2.313552 -1.203027 -2.091829 0.147 0.256 -0.211 0.065
H -2.525162 -2.466200 -3.322099 0.088 0.024 0.052 0.091
H -2.367417 -2.859478 -1.597974 0.110 -0.116 -0.237 0.086
H 0.452909 1.510433 3.362737 0.382 0.350 0.241 0.014
H 0.803598 0.093513 3.628233 0.334 -0.228 0.157 0.027
O 1.160954 0.979537 3.789125 -0.718 -0.213 -0.341 -0.064
H -1.368666 1.778766 2.438970 0.209 0.464 -0.074 0.031
H -0.996948 3.308160 2.715966 -0.071 -0.067 0.063 0.077
O -0.665275 2.495819 2.321815 -0.482 -0.458 0.100 -0.088
H 0.811521 -3.848472 0.868193 -0.348 -0.096 0.230 0.019
H -0.678242 -4.312513 0.940891 0.045 -0.061 0.033 0.063
O -0.021891 -3.782334 1.401638 0.258 -0.053 -0.204 -0.069
H -4.640271 0.674361 0.291658 0.047 -0.178 0.065 0.067
H -3.381493 1.240100 -0.348313 -0.044 0.037 0.051 0.008
O -3.711951 0.452487 0.150484 -0.078 0.260 -0.190 -0.079
H 0.630600 2.782976 1.095299 0.160 0.064 -0.225 -0.004
H 2.174804 2.814628 0.982208 -0.343 0.016 -0.192 0.016
O 1.354601 2.955189 0.465442 0.161 0.004 0.184 -0.082
H 2.110232 -3.133848 -0.853739 0.309 -0.230 0.044 0.023
H 3.104387 -4.038590 -0.023691 0.023 0.107 -0.061 0.067
O 2.179282 -3.891662 -0.233390 -0.246 0.014 -0.023 -0.049
H -1.915632 -0.347942 2.654679 -0.231 0.465 -0.017 0.022
H -2.859344 0.469500 1.697401 -0.186 -0.123 0.150 0.005
O -2.421316 0.495160 2.575358 0.434 -0.272 -0.151 -0.077
H 2.516546 1.699411 2.898547 0.066 -0.049 0.013 0.005
H 4.030022 1.886709 2.648537 0.027 0.067 -0.033 0.051
O 3.167828 2.194478 2.359093 0.126 -0.107 0.126 -0.070
H -1.106497 0.991146 -2.709488 -0.295 -0.217 0.043 0.002
H -0.305591 2.242422 -2.893801 -0.176 0.246 -0.109 0.015
O -1.211757 1.885223 -3.058611 0.205 0.188 -0.146 -0.088
H -2.262414 3.281263 -0.517463 -0.037 0.056 0.050 0.055
H -2.316675 2.485553 -1.829188 0.066 0.101 -0.205 0.015
O -2.866267 2.759724 -1.056089 0.096 -0.201 0.063 -0.065
H -0.914236 -2.066033 3.849758 -0.026 0.219 0.033 0.073
H -0.444251 -2.398832 2.442378 -0.038 0.446 0.030 0.019
O -0.679809 -1.629438 3.020799 0.129 -0.698 0.047 -0.069
H 1.956353 1.947661 -2.438255 -0.289 0.394 0.425 0.017
H 1.387704 2.986338 -1.369362 0.053 -0.461 -0.273 0.017
O 1.294398 2.659267 -2.290437 0.078 0.035 -0.132 -0.093
H 2.480184 -0.435567 -2.183552 0.444 0.613 -0.056 0.019
H 3.584126 0.459953 -1.536151 0.001 0.009 0.003 0.055
O 2.941612 0.439859 -2.250794 -0.193 -0.646 -0.070 -0.062
```
Forces are in eV/Å.

Computed properties:
- Max |F|: 1.302 eV Å⁻¹
- Frontier orbital gap: 10.13 eV
- Energy relative to the best compared isomer or geometry (same formula, charge and spin): 0.0 kcal per mole
- Calculated total energy: -36381.40196 eV

***

E_LUMO for every record listed, in sequence, given in Ha: -0.12483; 0.00153; 0.00547.